Molecular formula: C3H7FO
Method: DFT, ωB97M-V with the def2-TZVPD basis set

```
12
Properties=species:S:1:pos:R:3:lowdin_charge:R:1
C -0.13 -1.57 0.34 -0.050
C 1.00 1.86 -0.60 -0.036
C 0.41 -0.20 0.42 -0.432
O 0.48 0.64 -0.50 -0.084
F 0.99 0.14 1.66 0.029
H -0.75 -1.63 -0.65 0.100
H 0.68 -2.30 0.30 0.077
H -0.94 -1.71 1.10 0.090
H -2.11 -0.03 -0.06 0.068
H 0.89 2.32 -1.61 0.061
H 1.52 2.17 0.38 0.090
H -2.04 0.31 -0.78 0.088
```

Summary:
E: -293.423061 hartree
Charge: 0
HOMO energy (spin up / spin down): -7.282 / -6.934 eV
E_LUMO (spin up / spin down): 1.04 / 1.03 eV
Energy above the lowest of the compared OMol25 structures with the same formula, charge and spin: 107.1 kcal per mole